Entry 1:
Formula: C10H20BClO4SZn
Source: the Open Molecules 2025 dataset
Level of theory: ωB97M-V with the def2-TZVPD basis set

Structure (XYZ):
```
38
Properties=species:S:1:pos:R:3:forces:R:3:mulliken_charge:R:1
C -0.1564 -3.5524 0.8323 0.3292 0.8066 -0.7909 -1.0703
B -1.2547 -2.7813 0.0098 0.0578 -0.5749 0.5962 0.3766
O -2.3162 -2.2657 0.6388 0.0981 0.4460 0.2958 -0.5530
C -1.2359 -2.5839 -1.5942 -1.1845 -0.0055 -1.0863 0.4478
S -1.8335 -4.1947 -2.2031 0.3630 -0.5296 0.2038 -0.1109
Cl -2.4179 -1.3297 -2.1048 0.4179 0.0690 0.1427 -0.1018
O 0.0285 -2.4221 -2.2100 -0.4167 -0.0193 0.2535 -0.3604
C 0.8437 -1.4748 -1.7239 -1.5601 -0.6800 -1.1288 0.5575
O 1.8460 -1.7386 -1.1741 2.5270 -0.3425 1.4685 -0.4771
O 0.4404 -0.2628 -2.0343 0.1403 0.7263 -0.2867 -0.1495
C 1.4368 0.7314 -1.8856 -0.3879 1.1425 -0.0658 -1.0676
C 1.4097 1.4365 -0.5368 0.1521 -0.5441 -0.1876 0.9373
C 1.9239 0.5509 0.5963 0.6250 1.4234 0.3376 -1.8695
C 0.0400 2.0462 -0.2500 0.3967 0.5055 0.8344 -1.3908
C -0.2526 2.3785 1.2334 -1.3629 0.2085 -0.6869 0.5260
C -1.0159 3.7121 1.2614 0.9260 -0.4682 0.1318 -1.6512
C -1.1649 1.2918 1.7895 1.1962 -0.3720 0.3146 -1.3001
H -0.5601 -4.2729 1.5301 -0.1785 -0.2877 0.0172 0.4086
H 0.5960 -3.9815 0.1879 0.2253 -0.4770 -0.0313 0.3696
H 0.3783 -2.8092 1.4284 0.0812 0.1134 0.2048 0.3277
H -2.1556 -2.3502 1.5893 -0.5996 -0.0593 0.0343 0.3102
H -3.0589 -3.8840 -2.6690 0.1611 0.3616 0.1753 0.2545
H 1.2051 1.4935 -2.6143 -0.1648 0.0822 -0.4321 0.4383
H 2.4381 0.3664 -2.1350 0.1741 -0.3984 -0.0029 0.5467
H 2.1175 2.2761 -0.6490 0.2084 0.0696 -0.0515 0.5181
H 2.3703 1.1704 1.3906 -0.3195 0.0662 0.3065 0.4956
H 2.7560 -0.1534 0.1760 -1.4119 -1.3608 -0.0536 0.9455
H 1.1917 -0.0777 1.0939 0.2791 -0.7211 -0.0678 0.4491
H 0.0046 2.9750 -0.8083 0.0552 0.1917 -0.3308 0.5013
H -0.7745 1.4431 -0.6301 -0.0354 -0.3785 -0.1802 0.5343
H 0.6404 2.4891 1.8422 0.2726 -0.0373 0.0559 0.2445
H -0.3326 4.4925 0.9581 -0.0080 0.4597 -0.1757 0.4482
H -1.8476 3.6641 0.5738 -0.3799 0.1318 -0.0452 0.3874
H -1.3350 3.9200 2.2702 -0.3509 0.1666 0.2196 0.4200
H -0.5931 0.3601 1.8713 -0.1427 -0.2776 0.1097 0.1313
H -1.9786 1.0878 1.1164 -0.5309 0.0764 -0.1424 0.4343
H -1.5119 1.5293 2.7835 -0.2626 0.0611 0.2283 0.4529
Zn 4.1292 0.7199 0.0492 0.6105 0.4259 -0.1839 0.6385
```
Positions in Å, forces in eV/Å.

Results
Molar mass (g/mol): 347.988
Gap between HOMO and LUMO (eV): 1.96
HOMO level (eV): -14.93
LUMO energy (eV): -13.0
E_tot (eV): -91314.8991
Charge: +2

=====

Entry 2:
Formula: C4H7NO
Source: the Open Molecules 2025 dataset
Level of theory: ωB97M-V with the def2-TZVPD basis set

Structure (XYZ):
```
13
Properties=species:S:1:pos:R:3:forces:R:3:mulliken_charge:R:1
C -2.4230 0.1465 0.2554 -0.1880 0.0358 0.0110 -1.1023
C -0.9241 0.0617 0.1154 0.1153 0.0619 -0.0930 -0.2976
C -0.2519 0.9019 -0.6391 0.3036 0.4893 -0.3598 0.6553
O 0.3084 1.6876 -1.3019 -0.4923 -0.6766 0.5247 -0.4016
H -2.8792 -0.8355 0.0939 0.0606 0.1409 0.0104 0.2902
H -2.8471 0.8317 -0.4837 0.0320 -0.0826 0.1193 0.3182
H -2.7216 0.4980 1.2493 0.0438 -0.0621 -0.1271 0.2719
H -0.3549 -0.7133 0.6152 -0.0712 0.1542 -0.1190 0.2794
C 2.5861 -0.1640 0.0675 -0.1528 -0.1036 -0.1879 -0.3149
N 1.9689 -1.0339 -0.6200 0.2921 0.1684 0.3809 -0.5028
H 2.7837 0.8103 -0.3796 0.0249 -0.0610 0.0008 0.3228
H 2.9178 -0.3035 1.1010 0.0082 -0.0703 -0.0760 0.2446
H 1.8370 -1.8877 -0.0732 0.0238 0.0059 -0.0843 0.2367
```
Positions in Å, forces in eV/Å.

Results
Molar mass (g/mol): 85.106
Gap between HOMO and LUMO (eV): 9.48
HOMO level (eV): -8.63
LUMO energy (eV): 0.8
E_tot (eV): -7797.1069

=====

Entry 3:
Formula: C32H57Cl6F16NO8
Source: the Open Molecules 2025 dataset
Level of theory: ωB97M-V with the def2-TZVPD basis set

Structure (XYZ):
```
120
Properties=species:S:1:pos:R:3:forces:R:3:mulliken_charge:R:1
C 5.9243 31.0648 26.1349 -0.1510 0.4736 0.1246 -0.9766
O 4.7726 30.3890 26.5986 0.1879 -0.2943 0.1554 -0.1267
C 4.1433 29.6795 25.5611 -0.2334 0.0578 -0.4198 -1.2951
C 2.8604 29.0597 26.0672 -0.4009 1.3350 1.0141 0.4428
N 3.0324 28.3938 27.3941 -0.1519 -0.8783 -1.7723 2.0261
H 3.4876 29.0038 28.0841 0.1623 -0.2220 0.0985 0.6228
H 2.0748 28.1710 27.7447 -0.9700 0.1821 -0.0257 -1.3203
C 3.6169 27.0327 27.2400 -0.1106 0.1551 1.5110 -0.5983
C 3.5361 26.4585 28.6347 -0.1559 -1.3422 0.4342 0.2952
O 4.3283 27.2027 29.5151 0.1978 0.5229 -0.2719 -0.2976
C 4.2811 26.7458 30.8364 -0.1251 -0.6968 0.6592 -0.6209
H 5.6469 31.8396 25.4111 -0.0049 -0.1867 -0.2493 0.3343
H 6.6461 30.3728 25.6979 0.0528 0.0017 -0.0350 0.3473
H 6.3726 31.6044 26.9671 0.0262 -0.2818 0.1715 0.2772
H 4.7868 28.9106 25.1134 0.2569 0.0659 0.1914 0.4978
H 3.8928 30.3915 24.7648 -0.1406 -0.1994 -0.1449 0.5211
H 2.3826 28.4373 25.3161 0.1923 -0.4473 0.2967 0.5687
H 2.1426 29.8480 26.2992 0.0887 0.2313 -0.2601 -0.7414
H 4.6306 27.0788 26.8557 -0.0066 -0.0166 -0.1785 0.4406
H 2.9098 26.4692 26.6380 0.2767 -0.0036 -0.3925 0.2777
H 3.7909 25.3928 28.7163 0.4116 0.0406 -0.4824 0.5797
H 2.4733 26.4212 28.9123 0.0032 0.5930 0.2057 -0.4614
H 4.9948 27.2847 31.4558 -0.0145 0.3063 -0.2482 0.2607
H 4.5546 25.6850 30.9173 0.0157 -0.0251 -0.2296 0.3157
H 3.2844 26.8273 31.2840 -0.0742 0.1822 -0.1361 0.1175
C -0.4738 28.7821 27.9399 0.5551 -0.3772 0.2581 0.8747
O 0.2855 27.6569 27.6625 0.1745 0.1695 0.0605 -0.8373
H -0.9516 28.7852 28.9445 0.0178 -0.1160 0.1934 -0.9898
H 0.1406 29.7030 27.9580 -0.1610 0.2971 -0.2608 -0.5628
H -1.3363 28.9066 27.2611 0.4322 0.6155 -0.0544 -0.0794
C -1.3755 28.9505 35.0716 0.8738 -0.0827 0.4141 -1.0495
C -2.0610 27.6747 35.5200 0.6070 -0.4282 0.3250 1.0172
C -1.8190 26.4966 34.5598 -0.2796 0.9711 -1.0640 1.1534
F -0.4891 26.4256 34.3199 0.4007 0.1805 0.2434 -0.2747
F -2.2055 25.2865 34.9739 -0.4138 0.1213 0.5196 -0.3473
F -1.5134 27.3711 36.7335 -0.2206 0.0736 0.1427 -0.3503
F -3.3781 27.9100 35.6962 -0.0699 -0.3422 -0.0105 -0.2752
O -1.6101 29.2080 33.6955 -0.5550 0.6809 0.0470 -0.3399
C -1.2837 30.4824 33.2966 -0.1103 -1.7133 0.6678 0.9318
C -1.5663 30.5009 31.7880 0.6883 0.2922 -0.6224 1.0768
F -2.7506 29.9279 31.5136 0.5526 0.6495 0.2622 -0.2802
F -1.5652 31.7785 31.3209 -0.2011 -0.0894 0.2423 -0.3355
F -1.9499 31.4127 33.9964 -0.0553 0.1801 -0.2899 -0.3115
F 0.0404 30.6699 33.5592 -0.1106 0.5303 -0.3938 -0.3025
H -0.3012 28.8407 35.2237 -0.0279 -0.1930 0.0426 0.3095
H -1.7103 29.7339 35.7528 -0.2798 0.1516 -0.2906 0.4152
H -2.3222 26.7915 33.6351 -0.0110 -0.5338 -0.1091 -0.6769
H -0.7909 29.9553 31.2435 0.0177 -0.1074 0.2041 -0.8617
C -1.8908 26.2967 30.2522 0.1834 -0.1783 -0.9317 -0.5399
C -0.5744 25.8578 30.8597 0.0245 -0.1760 1.1319 1.1987
C 0.2930 25.0296 29.9032 0.7065 0.3011 -1.7483 0.9235
F 1.4743 24.6192 30.4356 -0.5961 -0.0353 0.6814 -0.2789
F -0.3847 23.9367 29.4411 -0.1588 0.0307 0.7101 -0.2947
F 0.1200 26.9691 31.2524 0.2152 -0.0387 -0.3751 -0.1575
F -0.7594 25.1480 32.0129 -0.2443 -0.1217 -0.5024 -0.3659
O -2.6326 27.0409 31.2031 -0.3978 0.2613 0.4988 0.0997
C -3.9870 27.0504 30.9985 0.6972 -0.4821 -0.1176 0.7386
C -4.6847 28.1148 31.8708 0.1695 -0.1078 -0.6632 1.0647
F -6.0171 27.9480 31.7290 0.0090 -0.0159 0.0903 -0.3640
F -4.3607 27.9563 33.1715 -0.0298 -0.0400 -0.0950 -0.1811
F -4.2472 27.3624 29.6998 -0.2099 0.0422 -0.0898 -0.2531
F -4.4791 25.8060 31.1821 -0.2534 0.1016 0.1649 -0.3707
H -2.4307 25.4338 29.8579 -0.0597 -0.0629 0.3057 0.7046
H -1.6566 26.9359 29.3940 0.1541 -0.0990 0.0736 -0.6045
H 0.5731 25.5945 29.0065 -0.4160 0.4745 0.2294 -0.7162
H -4.3771 29.0939 31.4946 -0.6651 -0.2777 0.3663 -0.2151
C 1.0638 34.3268 24.7785 0.7747 0.1494 -1.0037 -0.6329
C 0.3930 34.5469 26.1271 -0.2682 0.1444 0.6812 -0.6591
C 0.7871 33.3054 26.9463 0.0457 -0.1363 -0.4497 0.1604
O 1.4722 32.4711 26.0190 0.5266 -1.0679 0.4879 -0.0107
C 2.1377 33.2723 25.0530 -0.6171 -0.1330 0.4380 -0.5435
H 1.5296 35.1954 24.3065 -0.2936 0.2477 0.2807 0.3980
H 0.3773 33.9107 24.0404 -0.1073 -0.0278 0.1193 0.2189
H -0.6960 34.5726 26.0991 0.0347 0.2055 -0.4220 0.2610
H 0.7144 35.4656 26.6191 0.1006 -0.0248 -0.0705 0.3615
H -0.0746 32.7337 27.2943 -0.0161 0.0386 0.0264 -0.0119
H 1.4113 33.5269 27.8159 0.1613 0.1231 -0.0549 0.0228
H 2.3846 32.6306 24.2084 -0.1915 0.0309 -0.1014 0.3086
H 3.0890 33.6467 25.4533 -0.1578 0.3245 0.1052 0.2858
C -3.7183 31.5554 28.1268 -0.4203 -0.7111 0.0583 -0.0915
C -4.7364 32.6159 28.4301 -0.3619 1.2818 -0.1684 -0.7879
C -5.2318 32.3155 29.8506 -0.1297 -0.4920 -0.6834 -0.5802
O -4.8387 30.9565 30.0727 -0.2363 -0.3469 0.5111 -0.3346
C -4.3482 30.3622 28.8836 1.3950 0.4918 -0.2802 0.9666
H -2.7561 31.7882 28.5882 0.0090 -0.0406 0.0264 -0.0636
H -3.5653 31.3994 27.0594 -0.0379 -0.1312 0.0097 0.3144
H -5.5795 32.5343 27.7394 0.0531 -0.0542 -0.0227 0.3780
H -4.3453 33.6304 28.3152 -0.0328 -0.0362 0.1177 0.3603
H -6.3227 32.3880 29.8771 0.0124 0.0014 0.1759 0.2191
H -4.8269 32.9459 30.6423 0.2222 -0.0603 -0.0630 0.3485
H -5.1071 29.7832 28.3525 -0.1703 0.2995 -0.1759 0.3788
H -3.5230 29.6852 29.1221 -0.2952 -0.1921 0.3294 -0.9667
C 2.8726 32.1574 30.4304 -0.7245 0.2579 -0.2696 -0.6478
C 1.9839 31.2836 31.3161 0.0078 -0.1093 0.3141 -0.0158
C 2.2181 29.8575 30.7696 0.2698 0.2144 0.8416 0.2570
O 3.0912 29.9827 29.6554 0.3791 -0.0159 -0.3606 -0.3786
C 3.0598 31.3302 29.1744 -0.1325 -0.4990 -0.1047 -0.0345
H 3.8213 32.3305 30.9341 0.1033 0.1746 -0.2364 0.2970
H 2.3659 33.0922 30.1870 0.2943 0.1951 0.1951 0.3470
H 0.9452 31.6091 31.3139 -0.0518 -0.1422 -0.4898 -0.2516
H 2.2479 31.3539 32.3714 0.2657 -0.0489 -0.0751 0.3661
H 1.2735 29.3487 30.5543 0.1406 -0.0927 -0.4268 -0.4566
H 2.7864 29.2591 31.4841 -0.3091 -0.1179 0.1001 0.2744
H 2.2589 31.3317 28.4263 -0.3288 0.7581 0.2223 -0.2904
H 3.9668 31.5621 28.6173 0.1611 -0.2503 0.2216 0.2709
C -2.8017 27.3146 26.6143 -0.6905 -0.5369 0.0457 1.7944
Cl -3.8355 28.2326 25.5020 0.1294 -0.0277 0.0685 -0.1501
Cl -3.3661 25.6112 26.7689 0.3308 0.3964 -0.1253 -0.1947
H -1.7782 27.3411 26.2598 0.0026 -0.2923 0.0542 -0.4016
H -2.9072 27.7507 27.6001 0.0268 -0.0272 -0.0663 -0.9501
C 0.2812 24.3239 26.3583 -0.1730 -0.0433 -0.3771 0.8080
Cl 0.1613 23.7617 24.6666 -0.1193 0.2747 0.2953 -0.1906
Cl 1.8657 23.8899 27.0147 0.0349 -0.0114 0.1766 -0.1584
H 0.1626 25.4036 26.4162 0.0929 0.0587 -0.1156 -0.7005
H -0.4978 23.8378 26.9326 0.1057 -0.1353 0.0258 0.2578
C -0.1755 30.0951 24.7063 0.1560 -0.0829 -0.1076 1.8213
Cl 1.0313 29.9187 23.4017 -0.0622 -0.0836 -0.0316 -0.1924
Cl -1.5797 30.9897 24.1237 0.0494 0.0962 0.2030 -0.1821
H -0.4927 29.1130 25.0378 0.0300 -0.0619 -0.1182 -0.2773
H 0.3319 30.6324 25.4981 -0.2722 0.2089 -0.0030 -1.1001
```
Positions in Å, forces in eV/Å.

Results
Molar mass (g/mol): 1100.493
Gap between HOMO and LUMO (eV): 8.48
HOMO level (eV): -8.26
LUMO energy (eV): 0.2
E_tot (eV): -170590.3422

=====

Entry 4:
Formula: C3H10NS
Source: the Open Molecules 2025 dataset
Level of theory: ωB97M-V with the def2-TZVPD basis set

Structure (XYZ):
```
15
Properties=species:S:1:pos:R:3:forces:R:3:mulliken_charge:R:1
N -1.9580 -2.0927 0.5283 1.3239 0.5826 1.3892 -0.3045
C -1.2395 -0.8103 0.0941 -2.8339 0.8101 -3.5193 -0.7350
C 0.2505 -0.6481 0.3543 -2.2481 -2.1197 -0.0199 -0.3903
C 0.4651 0.8189 0.5462 2.1825 1.9974 0.3675 -0.8712
S 1.5403 1.5817 -0.7505 0.0155 -0.2930 0.3047 -0.1517
H -1.9251 -2.2038 1.5623 -0.0562 0.1782 -0.6043 0.3644
H -2.9418 -2.0583 0.2638 0.1033 -0.3617 -0.3264 0.3635
H -1.4304 -2.8786 0.1615 -0.4788 -0.4856 -0.3746 0.3481
H -1.9215 -0.0086 0.3930 0.5773 -0.0352 0.9722 0.4333
H -1.5180 -0.7384 -1.0286 0.8449 -0.5068 1.4085 0.3220
H 0.7490 -1.2121 -0.4550 0.3412 0.9810 0.2685 0.4032
H 0.3209 -1.3223 1.1978 1.1235 0.4034 1.0075 0.3830
H 0.9826 1.1263 1.5017 -0.4667 -0.7353 -0.9326 0.3529
H -0.4231 1.4428 0.5225 -0.3638 -0.4620 0.1094 0.3622
H 0.8034 1.1809 -1.7940 -0.0646 0.0468 -0.0504 0.1201
```
Positions in Å, forces in eV/Å.

Results
Molar mass (g/mol): 92.187
Gap between HOMO and LUMO (eV): 8.37
HOMO level (eV): -12.40
LUMO energy (eV): -4.0
E_tot (eV): -15590.7749
Charge: +1